# C2H10N4

A cluster of 2 separate species, C2H10N4 in total in a non-equilibrium geometry (ωB97M-V/def2-TZVPD, the Open Molecules 2025 dataset).

The geometry in ORCA input format:
```
! wB97M-V def2-TZVPD RIJCOSX def2/J DEFGRID3
* xyz -1 2
N 1.580 0.483 1.159
C 1.972 0.349 -0.211
N 2.728 -0.837 -0.492
H 0.599 0.372 1.402
H 2.158 0.232 1.896
H 2.659 1.291 -0.354
H 1.122 0.465 -0.875
H 2.938 -0.941 -1.515
H 2.127 -1.591 -0.203
N -1.927 -0.590 -1.177
C -2.134 0.451 -0.152
N -2.626 0.375 1.088
H -0.955 -0.699 -1.506
H -2.295 -1.544 -1.096
H -2.040 1.279 -0.731
H -3.624 0.323 1.107
*
```

LUMO energy (spin up / spin down)   3.90 / 3.88 eV
HOMO-LUMO gap (spin up / spin down)   0.14418 / 0.21055 Eh
HOMO level (spin up / spin down)   -0.021 / -1.854 eV

These are the Mulliken partial charges, in e, on atoms 1 to 2:
1. N -0.468
2. C -0.232


# C4H6LiNiO

A structure of composition C4H6LiNiO in a non-equilibrium geometry (ωB97M-V/def2-TZVPD, the Open Molecules 2025 dataset).

The geometry in ORCA input format:
```
! wB97M-V def2-TZVPD RIJCOSX def2/J DEFGRID3
* xyz 2 4
C 0.591 -0.029 -1.720
C 0.095 -0.875 -0.763
H 1.582 0.427 -1.632
H -0.046 0.328 -2.537
H 0.757 -1.271 0.014
H -0.866 -1.376 -0.918
Li 1.193 -2.159 -2.681
O 0.467 1.106 2.378
C -0.780 0.856 2.014
C -1.207 0.316 0.873
Ni 1.984 1.430 1.674
H -2.224 0.125 0.534
H -1.546 1.122 2.765
*
```

LUMO energy (spin up / spin down)   -8.42 / -10.10 eV
HOMO-LUMO gap (spin up / spin down)   0.32640 / 0.26874 Eh
HOMO level (spin up / spin down)   -17.305 / -17.410 eV

These are the Mulliken partial charges, in e, on atoms 1 to 2:
1. C -0.982
2. C -0.683